{"formula": "C7H5S", "method": "ωB97M-V/def2-TZVPD", "symbols": ["S", "C", "C", "C", "C", "C", "C", "C", "H", "H", "H", "H", "H"], "xyz": [[-0.56, 2.61, 2.11], [0.46, 0.55, 0.48], [-0.60, 1.23, 1.15], [-1.77, 0.44, 0.83], [-0.05, -0.59, -0.31], [-1.48, -0.63, 0.06], [1.90, 0.28, 0.25], [1.23, -1.08, 0.48], [2.25, 0.55, -0.76], [2.63, 0.58, 1.01], [-2.76, 0.70, 1.19], [0.12, -0.61, -1.39], [-2.20, -1.32, -0.36]], "total_energy_ha": -667.78678, "charge": -1, "spin_multiplicity": 1, "orbital_gap_ha": [0.246, 0.246], "homo_ev": [-3.05, -3.05], "lumo_ev": [3.638, 3.640]}

=====

{"formula": "C5H8N", "method": "ωB97M-V/def2-TZVPD", "symbols": ["N", "C", "C", "C", "C", "C", "H", "H", "H", "H", "H", "H", "H", "H"], "xyz": [[-1.48, 0.82, -0.40], [2.23, -0.26, -0.32], [1.67, 1.02, -0.06], [0.37, -0.65, 0.37], [0.73, 1.79, 0.21], [-0.27, 0.76, 0.58], [-1.17, 0.55, -1.28], [3.05, -0.50, 0.43], [-0.03, -1.53, -0.33], [0.52, -1.17, 1.34], [-2.23, 0.11, -0.29], [-0.65, 0.80, 1.56], [2.37, -0.74, -1.41], [-2.21, 1.53, -0.38]], "total_energy_ha": -249.57539, "charge": 1, "de_lowest_kcal_mol": 156.72, "spin_multiplicity": 1, "orbital_gap_ha": 0.334, "homo_ev": -13.38, "lumo_ev": -4.307}

=====

{"formula": "C6H15NO", "method": "ωB97M-V/def2-TZVPD", "symbols": ["O", "N", "C", "C", "C", "C", "C", "C", "H", "H", "H", "H", "H", "H", "H", "H", "H", "H", "H", "H", "H", "H", "H"], "xyz": [[0.58, 1.11, 3.47], [-0.57, -0.49, 2.35], [-0.25, 0.81, 2.63], [-1.16, -0.71, -1.42], [0.26, -0.30, -1.10], [1.10, -1.51, -0.70], [-0.73, 1.87, 1.72], [1.06, 0.53, -2.15], [-0.17, 1.78, 0.74], [-1.72, 1.87, 1.29], [-1.86, 0.15, -1.45], [1.91, 0.98, -1.64], [-1.43, -1.58, -0.85], [0.47, 1.19, -2.72], [0.02, -1.20, 2.78], [1.65, -1.93, -1.58], [1.65, -1.28, 0.23], [0.46, -2.33, -0.39], [1.53, -0.24, -2.80], [-0.34, 2.75, 2.20], [-1.12, -1.10, -2.45], [0.15, 0.40, -0.23], [-1.50, -0.75, 2.08]], "total_energy_ha": -367.58591, "de_lowest_kcal_mol": 28.48, "spin_multiplicity": 1, "orbital_gap_ha": 0.389, "homo_ev": -9.89, "lumo_ev": 0.697}